[1]
Computed, not measured: a structure of composition C22H29BrN5O7TcTe in a non-equilibrium geometry, with ωB97M-V with the def2-TZVPD basis set.

XYZ file:
```
66
Properties=species:S:1:pos:R:3:forces:R:3:lowdin_spin:R:1
Tc -1.89123 -0.54640 -1.34130 0.82 0.57 1.22 1.71
N -1.29975 1.24126 -0.23658 0.12 -0.11 0.00 0.00
C -2.57397 1.78542 0.25903 -0.75 0.32 -0.45 0.00
C -2.44825 3.14336 0.93735 0.00 -0.22 0.15 0.00
C -1.99645 3.04324 2.39832 -0.23 0.09 -0.15 0.00
C -3.09836 2.62862 3.38574 0.58 0.27 0.00 0.00
N -3.55431 1.25182 3.26413 -0.31 -0.14 -0.01 0.00
C -2.82606 0.14927 3.45507 -0.27 -0.02 -0.02 0.00
N -3.36069 -1.05217 3.30192 -0.04 -0.28 0.12 0.00
N -1.53414 0.22608 3.79094 -0.01 0.07 0.01 0.00
C -3.57998 1.76047 -0.95111 0.33 1.48 1.71 0.01
O -4.40489 2.63129 -1.08405 0.02 -0.28 -0.15 0.02
O -3.42077 0.71551 -1.67236 0.11 -1.59 -1.06 0.08
H -0.66147 1.07245 0.54083 0.11 -0.10 -0.23 0.00
H -0.84604 1.92789 -0.84163 0.07 -0.13 0.20 0.00
H -2.98819 1.04708 0.95276 0.18 0.04 -0.11 0.00
H -3.40930 3.65369 0.85461 0.02 0.03 0.00 0.00
H -1.71705 3.74499 0.39376 -0.07 0.06 -0.11 0.00
H -1.63465 4.02021 2.72698 0.01 -0.06 0.02 0.00
H -1.15147 2.35492 2.45960 0.11 0.09 0.08 0.00
H -3.97176 3.25894 3.21698 0.04 -0.04 0.16 0.00
H -2.74548 2.80032 4.40840 -0.14 0.04 -0.02 0.00
H -4.51267 1.11937 2.98012 0.09 -0.10 0.08 0.00
H -4.28178 -1.14228 2.90535 0.01 0.14 -0.01 0.00
H -2.69031 -1.82454 3.07458 -0.22 0.26 -0.01 0.00
H -1.14208 1.07267 4.16522 0.00 -0.05 -0.06 0.00
H -1.03232 -0.63884 3.92136 0.07 -0.01 0.04 0.00
O -1.37844 -2.43729 2.27752 0.08 -0.10 -0.34 0.00
C -1.34682 -2.01502 1.12272 1.07 -0.42 0.56 0.00
O -2.26682 -1.33948 0.56320 -1.17 0.72 -0.88 0.01
C -0.07401 -2.17893 0.23386 0.25 -0.52 1.38 0.02
O 0.92633 -2.71797 0.63708 -0.61 0.09 -0.34 0.03
O -0.23658 -1.58437 -0.89827 -0.27 0.25 -1.48 0.12
O -3.88729 -4.58012 -5.51278 0.03 0.10 -0.13 0.01
C -3.53908 -3.75667 -4.53008 0.14 0.30 0.46 0.02
C -3.93805 -3.92246 -3.19827 0.09 0.03 -0.04 0.00
C -3.47582 -3.04718 -2.23967 -0.15 -0.29 -0.01 0.01
N -2.65437 -2.03286 -2.52021 -0.40 -0.46 -0.73 -0.01
C -2.32158 -1.85705 -3.80479 -0.14 -0.21 0.05 0.01
Br -1.21520 -0.32219 -3.97513 0.00 -0.03 0.12 0.01
C -2.72055 -2.65375 -4.84155 -0.03 -0.18 -0.07 0.00
H -4.43354 -5.31683 -5.20510 0.05 0.12 0.05 0.00
H -4.59227 -4.73169 -2.90804 -0.02 -0.05 0.00 0.00
H -3.75664 -3.14578 -1.20251 -0.02 -0.05 0.09 0.00
H -2.41288 -2.46210 -5.85614 0.03 0.00 -0.10 0.00
C 8.12262 0.68296 0.63203 0.09 -0.05 0.06 0.00
C 6.70255 0.60594 0.17362 -0.27 0.01 -0.08 0.01
C 6.23469 1.38622 -0.87885 0.17 -0.19 0.28 0.00
C 4.92419 1.31043 -1.31577 -0.28 -0.13 0.03 0.02
C 4.46936 2.18823 -2.43726 -0.03 -0.02 -0.02 0.03
C 4.04338 0.43001 -0.67461 0.17 -0.04 0.08 0.05
Te 2.04407 0.21516 -1.36472 0.50 0.35 -0.02 0.74
C 4.48901 -0.35148 0.39881 -0.17 0.13 -0.18 0.01
C 3.59829 -1.32141 1.09799 -0.13 -0.07 -0.07 0.03
C 5.80978 -0.25340 0.80104 0.22 0.29 -0.22 0.00
H 8.67168 1.44915 0.08989 0.07 0.02 0.02 0.00
H 8.61979 -0.27588 0.47997 0.08 0.02 0.00 0.00
H 8.16210 0.90719 1.69813 0.09 0.03 0.02 0.00
H 6.91249 2.06856 -1.37203 0.07 0.09 -0.06 0.00
H 5.29357 2.77855 -2.82869 0.01 0.05 -0.05 0.00
H 3.69293 2.86980 -2.09058 -0.10 0.12 -0.06 0.01
H 4.05750 1.58921 -3.24861 -0.08 -0.01 -0.14 0.01
H 2.54740 -1.08196 0.93519 0.05 -0.06 0.16 0.02
H 3.79438 -1.33966 2.16700 0.02 -0.01 0.11 0.00
H 3.75424 -2.32826 0.71224 -0.09 -0.09 0.00 0.00
H 6.15302 -0.87228 1.61733 0.04 -0.08 0.15 0.00
```
Positions in Å, forces in eV/Å.

Output
2S+1 ... 4
<S²> ... 3.76
Charge ... +1
Orbital gap (spin up / spin down) ... 7.0 / 5.8 eV

---

[2]
Computed, not measured: an isolated molecule of C41H64O14, with ωB97M-V with the def2-TZVPD basis set.

XYZ file:
```
119
Properties=species:S:1:pos:R:3:forces:R:3:mulliken_charge:R:1
C 10.94928 0.52596 -0.35105 -0.34 -0.30 0.07 -1.75
C 10.00247 -0.62705 -0.05320 0.44 0.18 0.40 0.89
C 10.72738 -1.81191 0.60450 -0.68 -0.27 -0.39 -0.42
O 11.30658 -1.46275 1.84026 0.13 0.15 0.35 -0.60
H 10.61411 -1.13576 2.42846 0.01 -0.02 -0.01 0.40
C 9.74309 -2.97900 0.78106 0.13 0.44 -0.23 0.39
C 9.12275 -3.32479 -0.56836 -0.01 0.40 0.34 -1.24
H 8.36861 -4.09907 -0.43945 -0.02 -0.03 -0.07 0.39
H 9.90305 -3.69497 -1.23370 0.01 -0.01 -0.03 0.40
C 8.48371 -2.07984 -1.18609 -0.11 -0.63 -0.34 0.24
O 7.36233 -1.71558 -0.43128 0.12 0.04 0.12 -0.26
C 6.23715 -1.19699 -1.13274 -0.39 0.25 -0.05 -0.52
C 5.02105 -1.41763 -0.21501 0.10 -0.44 -0.45 0.62
C 3.70219 -1.39343 -0.98656 0.26 0.11 0.20 -1.40
H 3.72996 -2.13011 -1.78475 -0.02 -0.12 -0.08 0.53
H 2.88590 -1.64148 -0.31251 -0.12 0.01 0.03 0.37
H 3.51938 -0.41068 -1.41089 -0.09 0.03 -0.08 0.16
H 5.14704 -2.39965 0.25706 0.00 0.12 -0.20 0.43
O 5.01804 -0.53043 0.90096 -0.05 0.06 0.17 -0.68
C 5.23088 0.84072 0.65912 0.53 0.48 0.43 -0.16
O 4.14483 1.46106 0.03034 0.01 -0.01 -0.08 0.00
C 3.11612 1.99262 0.85310 -0.51 0.10 0.26 -0.71
C 2.02743 0.97230 1.23107 0.05 0.41 -0.20 0.89
O 2.50870 -0.04855 2.06934 0.20 -0.17 0.17 -0.69
H 3.34466 -0.39130 1.70789 -0.10 -0.01 0.04 0.36
C 0.93388 1.70716 2.00566 0.15 0.06 -0.49 -1.24
H 0.10956 1.02321 2.20038 -0.03 0.00 0.07 0.41
C 0.40978 2.92442 1.24615 -0.20 0.06 0.76 0.16
O -0.42373 2.47161 0.21887 -0.11 -0.20 -0.13 0.09
C -1.19319 3.48477 -0.43152 -0.06 0.53 -0.27 -0.22
C -1.63343 2.93521 -1.78680 0.18 -0.17 0.33 -1.59
H -0.75627 2.59194 -2.33653 0.04 0.09 -0.06 0.64
H -2.09319 3.74132 -2.35847 0.01 0.08 -0.05 0.46
C -2.60687 1.76950 -1.62578 -0.08 0.20 -0.05 -1.58
H -2.87667 1.41440 -2.62151 -0.01 -0.10 -0.01 0.56
H -2.08472 0.96574 -1.10374 -0.01 -0.15 0.00 0.58
C -3.86954 2.14755 -0.82843 0.20 -0.34 0.07 1.59
C -4.68633 3.17265 -1.62295 0.12 -0.12 0.19 -2.28
H -4.20813 4.14663 -1.61792 0.00 0.15 -0.06 0.50
H -5.68503 3.29295 -1.21517 -0.14 0.08 0.00 0.44
H -4.77850 2.85626 -2.65913 -0.04 0.00 -0.13 0.42
C -3.38248 2.69301 0.53026 -0.19 0.43 0.02 0.57
C -4.55379 3.02311 1.44812 0.20 -0.33 0.11 -1.35
C -5.34964 1.75615 1.73256 -0.19 0.21 -0.24 -0.90
H -4.70136 1.04824 2.25300 0.01 -0.06 0.07 0.44
H -6.18775 2.00099 2.38972 -0.01 -0.06 0.09 0.28
C -5.86411 1.12321 0.43540 0.03 -0.28 0.26 0.07
C -4.70978 0.87002 -0.54603 -0.18 0.16 -0.20 0.52
C -5.27579 0.24335 -1.82076 0.11 -0.32 0.33 -2.10
H -5.98792 0.91744 -2.29165 -0.01 0.07 -0.10 0.31
C -5.96385 -1.08990 -1.52226 -0.38 0.48 -0.46 -0.52
O -5.02822 -2.03700 -1.04300 0.32 -0.26 0.15 -0.60
H -4.28552 -2.06081 -1.65598 -0.04 -0.03 0.03 0.51
C -7.13051 -0.93218 -0.52232 -0.03 -0.01 0.04 1.05
C -8.29047 -0.24863 -1.24613 0.27 0.01 0.07 -2.09
H -9.10294 -0.04793 -0.55743 -0.12 0.02 -0.03 0.39
H -8.65786 -0.87834 -2.05246 -0.05 -0.01 -0.10 0.45
H -7.97177 0.70047 -1.66665 -0.03 0.15 -0.07 0.55
C -6.68992 -0.15092 0.74091 0.67 0.09 -0.32 0.48
C -5.96257 -1.21135 1.57377 -0.17 0.05 -0.01 -1.30
H -4.95895 -1.36218 1.18711 0.08 0.05 0.07 0.26
H -5.90081 -0.92934 2.62533 0.07 0.08 0.04 0.84
C -6.79268 -2.48254 1.38599 0.11 0.00 -0.01 -1.33
H -7.52044 -2.56849 2.19005 0.01 -0.07 0.04 0.25
H -6.15934 -3.36684 1.40501 -0.04 -0.07 0.08 0.44
C -7.50387 -2.35356 0.02360 0.06 -0.05 -0.11 0.82
C -8.97279 -2.58825 0.08500 -0.35 -0.30 -0.27 -0.74
C -9.74202 -3.16369 -0.84569 0.25 0.20 0.50 -0.26
C -11.14451 -3.11781 -0.40860 -0.15 -0.18 -0.35 0.20
O -12.13045 -3.51802 -0.96361 0.06 0.08 0.14 -0.60
O -11.17770 -2.50318 0.80300 -0.53 -0.01 0.10 -0.38
C -9.87046 -2.15862 1.20867 0.28 0.20 0.21 -0.35
H -9.80541 -1.08266 1.39767 -0.04 -0.17 -0.03 0.19
H -9.65528 -2.68690 2.14422 0.05 0.06 -0.09 0.20
H -9.44899 -3.59731 -1.78172 0.09 -0.08 -0.20 0.56
H -7.09432 -3.08512 -0.67549 -0.05 0.02 0.03 0.66
O -7.88722 0.23598 1.41006 -0.23 -0.02 0.19 -0.60
H -7.64760 0.54040 2.29150 -0.01 0.00 0.00 0.58
H -6.39913 -1.47512 -2.46192 -0.02 0.06 0.18 0.50
H -4.47426 0.05354 -2.53785 -0.03 0.02 -0.12 0.35
H -4.03257 0.14152 -0.08704 0.08 0.02 0.03 0.86
H -6.57194 1.82218 -0.02252 -0.02 0.02 -0.03 0.34
H -5.19304 3.77898 0.99064 -0.06 0.12 -0.01 0.26
H -4.17870 3.43340 2.38879 0.00 0.10 -0.01 0.46
C -2.42736 3.87746 0.38620 0.29 -0.45 0.04 -1.67
H -2.91348 4.72526 -0.09631 -0.02 0.10 0.00 0.43
H -2.12138 4.20704 1.38145 -0.04 0.09 0.02 0.37
H -2.80450 1.88952 1.00243 -0.03 -0.07 0.01 0.42
H -0.55098 4.36555 -0.57550 -0.09 -0.14 -0.02 0.46
O 1.43959 3.77317 0.80369 -0.06 0.02 0.02 -0.53
C 2.50325 3.17865 0.07751 0.44 -0.17 -0.24 0.71
C 2.12546 2.79052 -1.35124 0.03 0.09 0.29 -1.24
H 1.75164 3.66711 -1.87465 -0.06 0.06 -0.08 0.42
H 1.35691 2.02459 -1.35244 -0.03 -0.07 -0.10 0.08
H 3.01048 2.41987 -1.85905 0.05 0.00 -0.13 0.43
H 3.25606 3.97518 0.02986 -0.04 -0.20 0.00 0.39
H -0.15653 3.56856 1.93977 0.08 -0.16 -0.19 0.26
H 1.35303 2.03053 2.95919 0.00 0.03 0.02 0.39
H 1.60811 0.54112 0.30975 0.04 0.09 0.05 0.01
H 3.55701 2.37023 1.78961 -0.04 -0.05 -0.09 0.01
C 6.47991 1.08745 -0.18650 -0.40 -0.25 -0.24 -0.40
H 6.56893 2.15210 -0.39826 0.01 0.00 0.03 0.44
H 7.35411 0.75149 0.37195 0.02 0.03 0.02 -0.17
C 6.36538 0.29812 -1.49206 -0.15 -0.22 0.45 0.09
O 7.39483 0.56885 -2.39847 0.41 -0.01 -0.20 -0.71
H 8.23496 0.22306 -2.04820 -0.10 0.05 -0.03 0.38
H 5.44728 0.60243 -2.00544 0.02 -0.11 0.10 0.42
H 5.36981 1.26143 1.66946 -0.12 -0.06 -0.25 0.54
H 6.10036 -1.77626 -2.05778 -0.03 0.06 0.12 0.13
O 9.41122 -1.02269 -1.28631 0.11 0.12 -0.09 -0.60
H 8.19479 -2.28477 -2.22842 -0.01 0.09 0.22 0.54
O 10.39620 -4.10932 1.30221 0.19 -0.26 0.04 -0.59
H 11.06460 -3.79904 1.92787 -0.11 -0.02 -0.01 0.40
H 8.94094 -2.65814 1.47064 0.13 0.05 -0.10 0.13
H 11.56211 -2.13247 -0.02810 -0.10 -0.01 -0.03 0.41
H 9.20830 -0.29956 0.63978 0.11 -0.04 -0.09 0.08
H 10.39364 1.39334 -0.69625 -0.03 0.12 -0.03 0.41
H 11.50503 0.78208 0.54643 0.04 0.07 0.04 0.37
H 11.64610 0.22598 -1.12857 0.12 -0.02 -0.08 0.38
```
Positions in Å, forces in eV/Å.

Output
Orbital gap ... 9.9 eV

---

[3]
Computed, not measured: a structure of composition C19H20N6O3Pd, with ωB97M-V with the def2-TZVPD basis set.

XYZ file:
```
49
Properties=species:S:1:pos:R:3:forces:R:3:lowdin_spin:R:1
Pd 0.30873 1.04713 0.98262 0.02 0.10 -0.24 1.39
C -1.08074 5.69534 1.51528 -0.01 0.03 0.00 0.02
C 0.18917 5.29059 1.90355 0.02 -0.03 0.01 0.00
C 0.56863 3.96033 1.76940 -0.06 0.01 0.01 0.05
C -0.31221 3.00605 1.24570 -0.04 -0.03 0.16 0.15
C -1.58699 3.43712 0.86201 0.05 0.01 -0.01 0.05
C -1.96941 4.76715 0.99175 0.00 -0.01 -0.02 0.00
H -1.37603 6.73242 1.61846 0.00 0.00 0.00 0.00
H 0.88509 6.01322 2.31333 0.00 0.00 0.00 0.00
H 1.56212 3.65465 2.07302 0.02 0.01 -0.01 0.01
H -2.28726 2.72632 0.43901 -0.02 0.00 0.01 0.00
H -2.95845 5.08158 0.67904 0.00 -0.01 0.00 0.00
N -3.30374 -1.14341 1.57564 0.01 0.01 0.02 0.00
C -2.54127 -0.02255 1.63929 -0.05 0.01 -0.01 0.01
N -1.82584 0.16604 0.56625 0.06 -0.02 0.06 0.07
C -2.11284 -0.90957 -0.26554 0.02 0.00 -0.03 0.01
C -1.62048 -1.21916 -1.53242 -0.02 0.00 -0.01 0.00
C -2.07996 -2.37672 -2.12700 0.01 0.01 0.00 0.00
C -3.01132 -3.21228 -1.48786 0.00 0.00 0.00 0.00
C -3.51284 -2.91265 -0.23715 0.00 0.00 0.00 0.00
C -3.04191 -1.74668 0.35842 0.00 0.00 -0.01 0.00
H -3.91286 -1.47923 2.29980 0.00 0.00 0.00 0.00
H -2.53176 0.62502 2.50261 0.00 0.00 -0.01 0.00
H -0.90267 -0.57341 -2.02218 0.00 0.00 0.01 0.00
H -1.72196 -2.64627 -3.11232 0.00 0.00 0.00 0.00
H -3.34737 -4.10932 -1.99121 0.00 0.00 0.00 0.00
H -4.23282 -3.55581 0.25151 0.00 0.00 0.00 0.00
C 2.19547 -3.31955 -2.45928 -0.01 0.00 0.02 0.00
N 1.76454 -2.72653 -1.20219 0.01 -0.02 -0.02 0.00
C 1.54344 -3.48786 -0.09508 -0.02 -0.02 0.00 0.00
C 1.14153 -2.95950 1.07548 0.01 0.00 -0.01 0.00
C 0.93033 -1.53681 1.10093 -0.05 0.02 -0.04 0.01
O 0.49257 -0.90316 2.09730 0.03 0.01 0.08 0.10
N 1.17378 -0.80241 -0.00423 0.01 -0.05 0.00 0.03
C 1.59967 -1.33624 -1.16716 0.04 -0.02 0.05 0.01
O 1.85142 -0.68934 -2.18509 -0.02 0.02 0.01 0.00
H 2.07381 -4.39838 -2.39628 0.01 -0.01 0.00 0.00
H 3.23831 -3.08024 -2.66623 0.00 0.01 0.00 0.00
H 1.59155 -2.92762 -3.27380 0.00 -0.01 0.00 0.00
H 1.71026 -4.54919 -0.22395 -0.01 0.00 0.01 0.00
H 0.95787 -3.56400 1.94874 0.00 0.00 0.00 0.00
N 2.56017 1.99573 -1.10160 -0.03 0.02 0.03 0.00
C 3.10698 1.44168 0.02942 0.04 -0.09 -0.03 0.01
N 4.15553 0.60539 -0.19002 -0.01 0.00 0.01 0.01
O 2.71756 1.69327 1.17208 -0.03 0.03 0.00 0.05
H 2.36698 1.31658 -1.83309 0.02 0.02 -0.02 0.00
H 1.77053 2.59051 -0.88931 0.01 -0.01 0.00 0.00
H 4.38568 0.32235 -1.12582 -0.01 -0.01 0.00 0.00
H 4.42901 0.01941 0.57815 0.01 0.01 0.00 0.00
```
Positions in Å, forces in eV/Å.

Output
2S+1 ... 3
<S²> ... 2.01
Orbital gap (spin up / spin down) ... 8.0 / 7.7 eV